No. 1
DFT (ωB97M-V/def2-TZVPD) results for a molecular structure, C12H41NO8 in a non-equilibrium geometry.

Output
LUMO energy (eV): 0.00
Energy above the lowest of the compared OMol25 structures with the same formula, charge and spin (kcal/mol): 266.9
Total charge: 0
E_HOMO (eV): -8.16
Strongest force on any atom (eV/A): 7.06

Atoms and positions in Å:
C: 4.004 0.261 -1.149
C: 2.506 0.546 -1.253
O: 1.730 -0.592 -1.593
H: 4.455 1.218 -0.886
H: 4.265 -0.239 -2.081
H: 4.278 -0.530 -0.450
H: 2.368 1.425 -1.883
H: 2.116 0.755 -0.256
H: 1.976 -1.315 -1.012
C: -1.318 3.668 -1.427
C: -0.810 3.229 -2.824
O: -0.374 1.879 -2.628
H: -0.576 3.500 -0.647
H: -2.179 3.004 -1.344
H: -1.750 4.667 -1.361
H: 0.122 3.769 -2.990
H: -1.546 3.272 -3.627
H: -0.458 1.479 -3.497
C: -1.247 -2.031 -2.355
C: 0.024 -2.234 -1.460
O: 1.025 -2.794 -2.277
H: -1.482 -2.961 -2.874
H: -1.174 -1.333 -3.190
H: -2.129 -1.698 -1.809
H: -0.228 -2.972 -0.698
H: 0.264 -1.303 -0.946
H: 1.793 -2.955 -1.724
C: -2.018 -0.334 0.936
C: -3.480 -0.473 0.734
O: -3.628 -0.992 -0.556
H: -1.582 0.291 0.157
H: -1.618 -1.345 0.868
H: -1.937 0.042 1.957
H: -3.760 0.578 0.795
H: -4.076 -1.109 1.389
H: -2.999 -0.546 -1.128
O: -1.174 2.078 1.024
H: -0.699 1.563 0.373
H: -1.558 2.799 0.525
O: -0.368 0.994 -0.733
H: -0.207 1.387 -1.591
H: 0.304 0.317 -0.650
O: -2.247 0.457 -1.593
H: -1.980 -0.046 -2.362
H: -1.495 1.017 -1.400
C: 1.058 -1.002 0.696
C: 0.813 -0.393 2.113
C: 1.171 -1.427 3.158
O: 0.774 -1.054 4.429
C: 1.114 -1.932 5.479
N: 1.549 0.856 2.234
H: 2.114 -1.248 0.580
H: 0.863 -0.371 -0.171
H: 0.566 -1.969 0.593
H: -0.240 -0.122 2.188
H: 2.259 -1.505 3.165
H: 0.663 -2.376 2.986
H: 2.177 -2.173 5.458
H: 0.588 -2.886 5.438
H: 0.879 -1.457 6.431
H: 1.354 1.177 3.171
H: 1.163 1.488 1.547

---

No. 2
DFT (ωB97M-V/def2-TZVPD) results for a molecular structure, C12H42N6O9 in a non-equilibrium geometry.

Output
LUMO energy (eV): 0.37
Energy above the lowest of the compared OMol25 structures with the same formula, charge and spin (kcal/mol): 189.9
Total charge: 0
E_HOMO (eV): -7.97
Strongest force on any atom (eV/A): 17.10

Atoms and positions in Å:
O: 2.421 2.502 -2.022
H: 1.507 2.763 -1.828
H: 2.906 3.331 -2.084
O: 0.329 -0.297 -4.293
H: 0.327 0.247 -3.491
H: -0.601 -0.410 -4.514
O: -0.422 0.131 -1.155
H: -0.101 0.673 -0.400
H: -0.818 -0.648 -0.742
C: -0.681 -1.007 2.713
O: -0.838 0.003 2.017
N: -0.469 -2.221 2.135
N: -0.635 -1.000 4.073
H: -0.652 -2.291 1.145
H: -0.282 -2.998 2.739
H: -0.881 -0.248 4.683
H: -0.413 -1.881 4.498
C: -0.089 3.143 0.057
O: 0.323 2.105 0.596
N: -0.311 4.283 0.761
N: -0.402 3.171 -1.278
H: -0.155 4.247 1.752
H: -0.006 5.065 0.196
H: -1.189 3.785 -1.435
H: -0.474 2.219 -1.635
C: -2.058 -2.516 -1.567
O: -1.242 -2.045 -0.754
N: -3.307 -2.853 -1.203
N: -1.708 -2.778 -2.839
H: -3.547 -2.716 -0.237
H: -4.074 -2.932 -1.846
H: -0.770 -2.609 -3.157
H: -2.457 -2.971 -3.480
C: 1.921 -1.439 -1.424
C: 3.285 -1.819 -0.943
C: 4.320 -0.931 -1.626
O: 3.300 -1.643 0.468
H: 1.627 -0.421 -1.157
H: 1.160 -1.989 -0.858
H: 1.655 -1.692 -2.452
H: 3.439 -2.890 -1.099
H: 5.256 -0.832 -1.068
H: 3.972 0.107 -1.593
H: 4.521 -1.218 -2.658
H: 2.740 -0.887 0.695
C: -5.125 0.538 -1.905
C: -4.030 -0.473 -1.669
C: -3.473 -0.332 -0.245
O: -4.522 -1.802 -1.828
H: -5.994 0.155 -1.370
H: -5.312 0.675 -2.970
H: -4.833 1.516 -1.519
H: -3.174 -0.285 -2.325
H: -3.170 0.666 0.077
H: -2.645 -0.965 0.075
H: -4.315 -0.563 0.423
H: -4.531 -2.228 -0.968
C: 4.086 0.635 3.750
C: 2.695 0.967 3.248
C: 2.253 2.391 3.539
O: 2.567 0.706 1.837
H: 4.462 -0.205 3.167
H: 3.948 0.232 4.756
H: 4.732 1.509 3.782
H: 1.927 0.317 3.685
H: 2.152 2.509 4.628
H: 1.273 2.579 3.105
H: 2.995 3.171 3.355
H: 1.612 0.694 1.678

---

No. 3
DFT (ωB97M-V/def2-TZVPD) results for 9 unconnected molecules or ions with the total composition C12H42N8O9 in a non-equilibrium geometry.

Output
LUMO energy (eV): 0.18
Energy above the lowest of the compared OMol25 structures with the same formula, charge and spin (kcal/mol): 115.6
Total charge: 0
E_HOMO (eV): -8.64
Strongest force on any atom (eV/A): 8.43

Atoms and positions in Å:
C: -15.325 8.246 -18.776
C: -15.718 8.147 -17.344
O: -15.134 6.898 -17.007
H: -15.863 7.455 -19.363
H: -14.273 8.296 -18.948
H: -15.739 9.110 -19.235
H: -16.807 8.166 -17.124
H: -15.323 8.988 -16.777
H: -15.438 6.619 -16.138
C: -13.321 0.171 -21.490
C: -12.150 0.873 -22.188
O: -11.154 0.831 -21.260
H: -13.038 -0.821 -21.292
H: -14.207 0.107 -22.158
H: -13.470 0.696 -20.612
H: -12.447 1.929 -22.289
H: -11.920 0.386 -23.118
H: -10.713 0.030 -21.442
C: -9.617 5.430 -18.277
C: -10.476 6.437 -17.575
O: -9.921 7.693 -17.785
H: -10.041 4.460 -18.088
H: -8.579 5.432 -17.910
H: -9.672 5.684 -19.362
H: -10.559 6.236 -16.509
H: -11.476 6.414 -18.003
H: -10.513 8.080 -18.424
C: -15.784 2.095 -18.774
O: -15.328 2.444 -20.061
N: -16.806 1.383 -18.577
N: -15.127 2.408 -17.725
H: -17.109 0.967 -19.486
H: -17.267 1.287 -17.687
H: -14.230 2.951 -17.817
H: -15.244 1.851 -16.821
C: -10.449 8.806 -20.457
O: -9.979 7.632 -21.004
N: -11.596 8.993 -19.864
N: -9.770 9.939 -20.543
H: -12.274 8.203 -19.810
H: -11.891 9.898 -19.476
H: -8.727 9.808 -20.842
H: -10.134 10.917 -20.493
C: -13.729 5.368 -20.076
O: -13.063 6.555 -20.132
N: -14.587 5.069 -19.152
N: -13.363 4.347 -20.823
H: -14.889 5.799 -18.466
H: -15.075 4.130 -19.221
H: -12.581 4.581 -21.445
H: -14.116 3.672 -21.087
C: -11.932 2.601 -17.960
O: -11.125 1.801 -17.111
N: -11.964 2.593 -19.268
N: -12.776 3.497 -17.448
H: -11.426 1.900 -19.769
H: -12.646 3.217 -19.863
H: -12.761 3.705 -16.395
H: -13.239 4.296 -17.986
C: -17.688 4.734 -17.482
O: -16.770 4.234 -16.507
H: -17.191 5.112 -18.345
H: -18.281 5.476 -16.974
H: -18.313 3.891 -17.790
H: -16.189 3.636 -17.005
C: -10.182 4.087 -22.118
O: -10.981 5.250 -22.181
H: -10.673 3.407 -21.451
H: -9.180 4.273 -21.760
H: -10.228 3.656 -23.114
H: -10.678 5.978 -21.623

---

No. 4
DFT (ωB97M-V/def2-TZVPD) results for 9 unconnected molecules or ions with the total composition C12H43N17O11PS.

Output
LUMO energy (eV): -2.01
Total charge: +1
E_HOMO (eV): -10.57
Strongest force on any atom (eV/A): 0.99

Atoms and positions in Å:
O: 2.507 2.195 1.760
P: 2.424 2.185 0.156
O: 3.225 0.862 -0.268
S: 2.941 3.788 -0.730
C: 0.682 1.691 -0.208
C: -0.215 2.426 0.779
N: -1.639 2.086 0.459
C: -1.847 0.613 0.621
C: -0.801 -0.199 -0.156
O: 0.526 0.286 -0.087
H: 2.725 1.284 2.055
H: 4.147 0.890 0.035
H: 0.507 2.055 -1.228
H: -0.094 3.512 0.711
H: -0.004 2.099 1.801
H: -1.872 2.378 -0.512
H: -2.288 2.590 1.062
H: -1.844 0.382 1.690
H: -2.846 0.378 0.240
H: -0.784 -1.194 0.303
H: -1.095 -0.348 -1.204
C: -3.536 2.462 -2.776
O: -2.979 3.158 -1.902
N: -3.250 1.152 -2.980
N: -4.453 2.992 -3.597
H: -3.672 0.623 -3.721
H: -2.515 0.725 -2.451
H: -4.673 3.965 -3.485
H: -4.917 2.465 -4.324
C: 2.369 -1.072 3.243
O: 3.375 -0.534 2.791
N: 1.204 -1.153 2.533
N: 2.312 -1.655 4.467
H: 0.395 -1.661 2.873
H: 1.215 -0.782 1.596
H: 3.128 -1.668 5.051
H: 1.456 -2.064 4.803
C: 0.449 2.279 -3.880
O: 0.126 1.114 -3.653
N: 1.454 2.616 -4.724
N: -0.202 3.300 -3.256
H: 1.731 3.563 -4.900
H: 1.947 1.868 -5.176
H: -0.977 3.032 -2.675
H: 0.005 4.276 -3.360
C: 5.928 3.457 3.548
O: 5.163 4.222 4.111
N: 5.495 2.433 2.756
N: 7.287 3.561 3.667
H: 6.110 1.790 2.287
H: 4.510 2.323 2.626
H: 7.641 4.302 4.241
H: 7.927 2.942 3.208
C: 6.921 -0.569 -0.658
O: 6.928 0.188 0.302
N: 5.873 -1.405 -0.926
N: 7.965 -0.640 -1.530
H: 5.852 -2.033 -1.706
H: 5.098 -1.399 -0.287
H: 8.748 -0.038 -1.358
H: 7.984 -1.255 -2.321
C: -0.111 -4.504 3.433
O: -0.669 -3.401 3.504
N: 1.254 -4.546 3.440
N: -0.775 -5.671 3.346
H: 1.831 -5.362 3.376
H: 1.653 -3.630 3.498
H: -1.789 -5.667 3.338
H: -0.296 -6.549 3.292
C: -4.641 -6.485 3.397
O: -3.630 -6.012 2.890
N: -5.142 -7.691 3.016
N: -5.330 -5.833 4.372
H: -5.968 -8.096 3.413
H: -4.652 -8.187 2.295
H: -4.975 -4.943 4.669
H: -6.158 -6.199 4.802
C: -7.054 2.038 -6.356
O: -5.861 2.145 -6.083
N: -7.845 1.075 -5.809
N: -7.661 2.877 -7.234
H: -8.818 0.973 -6.028
H: -7.421 0.431 -5.169
H: -7.095 3.590 -7.657
H: -8.629 2.810 -7.484